The following is a quantum chemistry calculation of a single C22H22N4O4 molecule in a non-equilibrium geometry, from OMol25.

The geometry in XYZ format:
```
52
Properties=species:S:1:pos:R:3:mulliken_charge:R:1
C 3.83 -4.21 -1.59 -0.770
H 3.13 -4.65 -2.29 0.255
O 3.57 -2.83 -1.59 -0.266
C 4.48 -2.06 -0.83 -0.413
C 4.23 -2.16 0.69 -1.015
N 2.85 -1.88 0.99 -0.043
C 2.45 -0.69 1.49 0.292
O 3.22 0.14 1.94 -0.709
C 0.97 -0.48 1.47 0.802
C 0.49 0.75 1.79 -0.030
C -0.87 1.16 1.69 1.210
C -1.26 2.39 1.20 -1.238
N -2.61 2.44 1.02 0.138
C -3.14 1.24 1.43 -0.326
C -4.47 0.83 1.49 -0.942
C -4.73 -0.42 2.01 -0.681
C -3.70 -1.23 2.50 -0.838
C -2.38 -0.82 2.45 -0.166
C -2.09 0.41 1.88 1.351
H -1.60 -1.45 2.85 0.603
H -3.94 -2.19 2.93 0.400
H -5.75 -0.77 2.06 0.399
H -5.27 1.46 1.14 0.322
C -3.24 3.41 0.17 -0.422
H -4.31 3.24 0.14 0.246
H -3.05 4.43 0.53 0.319
C -2.66 3.31 -1.26 0.529
O -2.40 4.28 -1.92 -0.664
N -2.47 2.04 -1.67 -0.115
H -2.68 1.27 -1.04 0.226
C -1.63 1.71 -2.81 -1.281
C -0.30 1.23 -2.35 0.410
C 0.72 1.88 -1.72 -0.747
C 1.72 0.91 -1.47 -0.160
C 1.24 -0.26 -1.98 -0.529
O 0.02 -0.08 -2.50 -0.362
H 1.66 -1.25 -2.03 0.703
H 2.66 1.07 -0.98 0.533
H 0.75 2.92 -1.47 0.630
H -1.54 2.63 -3.40 0.489
H -2.12 0.93 -3.41 0.283
H -0.64 3.22 0.91 0.477
H 1.23 1.50 2.05 0.499
C 0.18 -1.51 0.96 -1.148
N -0.42 -2.38 0.49 -0.608
H 2.17 -2.45 0.51 0.259
H 4.84 -1.43 1.21 0.465
H 4.48 -3.17 1.05 0.363
H 5.51 -2.34 -1.05 0.450
H 4.31 -1.03 -1.15 0.214
H 4.86 -4.42 -1.92 0.294
H 3.68 -4.66 -0.60 0.313
```

Computed properties:
**2S+1**: 1
**HOMO**: -0.2994 Eh
**Lowest unoccupied orbital energy**: -0.1812 eV
**Largest force on an atom**: 1.41 eV Å⁻¹
**HOMO-LUMO gap**: 7.97 eV
**Relative energy (zero: lowest compared OMol25 entry of this formula, charge and spin)**: 4.254 eV